48
Properties=species:S:1:pos:R:3:lowdin_charge:R:1 method="wB97M-V/def2-TZVPD" gap_ev=2.74 charge=+2 e_tot_ev=-69053.6389 max_force_ha_per_bohr=0.1271
C 4.00 -2.39 1.57 -0.128
O 2.94 -3.09 0.83 -0.253
C 2.27 -2.22 -0.15 -0.227
C 1.36 -3.09 -1.24 -0.141
C -0.28 -2.94 -0.91 -0.189
C -0.98 -2.53 -2.33 -0.206
C -2.33 -1.62 -2.22 -0.210
C -2.95 -1.42 -0.73 -0.196
C -2.32 -0.20 0.16 -0.312
C -1.79 1.10 -0.68 -0.149
In -0.84 2.50 0.89 0.677
O -1.84 4.39 0.79 -0.380
C 1.37 2.85 0.57 -0.422
C 1.71 3.52 -0.91 -0.360
N 2.84 2.68 -1.50 -0.046
P -1.34 1.64 3.28 1.026
N -3.10 1.91 3.53 -0.162
O -0.99 -0.06 3.41 -0.292
H 4.47 -1.47 1.01 0.090
H 3.60 -2.04 2.63 0.097
H 4.88 -3.17 1.73 0.119
H 1.65 -1.35 0.36 0.104
H 3.14 -1.67 -0.75 0.121
H 1.65 -2.68 -2.30 0.105
H 1.72 -4.20 -1.17 0.128
H -0.59 -4.01 -0.50 0.134
H -0.34 -2.14 -0.06 0.073
H -1.27 -3.56 -2.87 0.134
H -0.26 -1.99 -3.10 0.116
H -3.17 -2.20 -2.85 0.132
H -2.13 -0.63 -2.83 0.105
H -4.12 -1.22 -0.84 0.133
H -2.88 -2.40 -0.06 0.138
H -3.20 0.20 0.87 0.100
H -1.46 -0.53 0.89 0.068
H -2.68 1.71 -1.14 0.103
H -1.01 0.84 -1.54 0.097
H -2.75 4.20 1.20 -0.002
H 1.99 1.86 0.69 0.079
H 1.74 3.63 1.39 -0.318
H 0.78 3.54 -1.62 0.136
H 2.15 4.61 -0.76 0.064
H 2.39 1.90 -2.04 0.093
H 3.40 3.25 -2.17 0.094
H -3.57 1.74 2.61 0.057
H -3.18 2.96 3.69 0.078
H -1.87 -0.57 3.49 0.118
Lu 3.18 4.35 1.71 1.476